Entry 1:
Entry from OMol25: one molecule with the formula C21H33N3O3 (the ωB97M-V functional and the def2-TZVPD basis).

```
60
Properties=species:S:1:pos:R:3:forces:R:3:nbo_charge:R:1
C -3.703338 -0.978185 1.837843 -0.105 0.110 0.243 -0.42
N -2.740454 -0.327939 0.970155 -0.049 -0.279 0.189 -0.44
C -2.512552 0.988891 1.181417 0.184 0.095 -0.329 0.70
O -2.993500 1.572582 2.138566 -0.015 0.324 0.285 -0.65
C -1.620762 1.742307 0.193146 -0.079 0.053 0.261 -0.32
H -1.663271 1.277517 -0.790128 0.089 -0.056 0.044 0.23
C -0.169652 1.692415 0.702788 -0.399 -0.259 0.119 -0.23
N 0.674083 2.502419 -0.144578 0.109 -0.252 -0.088 -0.45
C 0.320826 3.785756 -0.394787 -0.203 0.219 0.241 0.68
O 0.962020 4.516549 -1.127395 0.183 0.287 -0.224 -0.64
C -0.938346 4.199733 0.329687 -0.088 0.093 -0.195 -0.50
H -1.221218 5.198680 -0.001881 0.132 -0.047 0.040 0.24
H -0.719510 4.244986 1.399016 -0.004 0.014 0.034 0.22
C -2.079222 3.208008 0.079287 -0.133 0.030 0.079 -0.40
H -2.493339 3.383124 -0.914697 -0.004 0.012 -0.004 0.21
H -2.865309 3.391743 0.813989 0.046 -0.015 -0.132 0.25
C 1.829592 1.948460 -0.812462 0.390 0.204 -0.181 -0.22
H 1.634380 0.904058 -1.064249 -0.042 0.016 -0.027 0.20
C 3.110074 2.069273 0.024295 -0.178 -0.210 0.026 -0.41
H 3.976051 2.004044 -0.636837 0.089 0.042 -0.007 0.20
C 3.227406 0.995368 1.110580 -0.131 0.371 -0.055 -0.22
N 3.491670 -0.315813 0.569008 0.222 0.057 0.141 -0.43
C 2.549204 -1.241781 0.323864 0.119 -0.378 -0.103 0.70
O 1.359295 -1.115175 0.541511 -0.451 -0.014 0.061 -0.67
C 3.227005 -2.456029 -0.287962 0.042 -0.044 0.047 -0.50
H 3.023445 -2.453581 -1.361267 -0.055 0.004 -0.010 0.23
C 4.708648 -2.234537 0.008432 -0.003 -0.005 -0.070 -0.40
H 4.975265 -2.714419 0.950467 0.019 0.020 -0.008 0.21
H 5.359623 -2.622331 -0.772028 0.046 -0.006 0.043 0.22
C 4.817201 -0.712583 0.148402 0.287 -0.002 -0.155 -0.20
H 5.073703 -0.241678 -0.809165 0.061 -0.010 0.085 0.19
H 5.558514 -0.407428 0.891200 -0.022 0.006 -0.066 0.20
H 2.825506 -3.377001 0.130230 -0.076 0.045 -0.027 0.24
H 4.043170 1.249876 1.794815 -0.103 -0.060 0.012 0.20
H 2.298311 0.933237 1.680267 0.080 0.002 0.057 0.23
H 3.122489 3.054711 0.490878 0.055 0.063 -0.046 0.22
H 1.960708 2.524189 -1.733616 -0.021 -0.167 0.099 0.24
H 0.202284 0.667280 0.696994 0.031 0.155 0.058 0.26
H -0.148885 2.062566 1.735123 -0.017 -0.113 -0.008 0.20
C -2.200090 -1.115816 -0.137593 0.042 -0.157 -0.295 -0.04
C -3.050348 -0.904092 -1.389699 0.106 -0.070 0.091 -0.25
C -2.872949 -1.774301 -2.598481 -0.082 -0.078 -0.071 -0.42
C -2.460762 -0.336204 -2.646697 -0.049 0.172 -0.146 -0.42
H -1.401461 -0.124108 -2.664301 0.127 -0.006 0.102 0.21
H -3.049457 0.355571 -3.230314 -0.078 0.022 -0.037 0.22
H -2.096113 -2.521547 -2.574419 0.111 -0.033 0.058 0.22
H -3.752607 -2.078589 -3.145092 -0.083 0.030 -0.024 0.22
H -4.066347 -0.606011 -1.157423 -0.028 -0.005 -0.056 0.22
C -2.136632 -2.589328 0.222009 0.060 0.162 0.084 -0.22
C -0.946719 -3.397743 -0.204250 0.031 -0.108 -0.140 -0.42
C -1.144365 -3.065429 1.240370 -0.032 -0.011 0.128 -0.43
H -0.477854 -2.331828 1.665469 0.071 0.122 -0.008 0.24
H -1.438271 -3.850107 1.921293 -0.082 -0.085 -0.007 0.21
H -0.144241 -2.888728 -0.715035 0.079 0.133 -0.027 0.22
H -1.108094 -4.413067 -0.534799 -0.083 -0.074 0.018 0.21
H -3.093412 -3.095676 0.189760 0.009 -0.061 0.021 0.22
H -1.171050 -0.792847 -0.317041 -0.022 0.009 -0.027 0.23
H -4.126446 -0.215080 2.488391 -0.005 -0.149 -0.071 0.25
H -3.224359 -1.741680 2.450208 -0.066 -0.044 -0.013 0.20
H -4.499565 -1.432659 1.246759 -0.032 -0.071 -0.010 0.19
```
Positions in Å, forces in eV/Å.

As for the LUMO energy: 0.584 eV. Its net charge is 0. The calculation puts the largest force on an atom at 0.49 eV/Å. The total energy is -32925.7312 eV. Its SMILES is CN(C(=O)[C@H]1CCC(=O)N(CCCN2CCCC2=O)C1)C(C1CC1)C1CC1.

***

Entry 2:
Entry from OMol25: one molecule with the formula C3H4N2O3 (the ωB97M-V functional and the def2-TZVPD basis).

```
12
Properties=species:S:1:pos:R:3:forces:R:3:nbo_charge:R:1
C -0.533323 -0.126888 -0.108718 2.184 -3.556 1.078 0.68
C 1.592269 -0.179141 -0.233514 4.264 -6.343 4.973 0.54
C 1.252895 1.171706 0.096919 -0.764 3.764 -1.823 -0.17
H -3.447966 0.293595 0.658286 2.681 -0.476 -3.133 0.47
H -1.895205 -1.532592 -0.183247 0.183 -1.199 -0.048 0.36
H 1.826335 1.944365 -0.550824 -1.413 -1.084 1.006 0.24
H 1.330025 1.441945 1.145497 0.623 -0.354 0.041 0.24
N -1.830701 -0.693648 0.356069 5.638 0.578 -0.640 -0.29
N 0.490335 -1.039551 -0.278124 -3.462 4.110 -0.767 -0.52
O -2.728302 0.120079 -0.143624 -7.079 3.506 2.072 -0.55
O 2.666827 -0.721440 0.223364 -2.380 2.619 -2.833 -0.55
O -0.226234 1.200238 -0.097671 -0.475 -1.565 0.074 -0.47
```
Positions in Å, forces in eV/Å.

As for the LUMO energy: 0.041 eV. Its net charge is 0. The calculation puts the largest force on an atom at 9.12 eV/Å. The total energy is -12294.3369 eV. Its SMILES is O=C1COC(NO)=N1.

***

Entry 3:
Entry from OMol25: C29H26N3O3RhS2 as an isolated structure (the ωB97M-V functional and the def2-TZVPD basis).

```
64
Properties=species:S:1:pos:R:3:forces:R:3:nbo_charge:R:1
Rh 0.253541 0.345371 -0.362460 0.024 0.159 -0.224 1.25
C 4.478021 0.541371 0.054534 0.019 0.018 0.023 -0.71
C 3.038211 0.680651 0.432028 -0.095 0.190 0.023 0.63
O 2.225221 0.471472 -0.520294 0.117 -0.428 0.015 -0.62
C 2.636106 1.041544 1.753258 -0.011 -0.071 -0.092 -0.33
C 3.608734 1.048598 2.789850 -0.013 0.030 0.029 -0.11
C 3.296271 1.442532 4.057287 0.005 -0.005 -0.031 -0.25
C 1.987714 1.876977 4.329570 -0.005 0.010 0.045 -0.11
C 1.023473 1.900539 3.355023 0.057 -0.005 -0.058 -0.24
C 1.313026 1.476718 2.044163 -0.010 0.107 0.109 0.39
O 0.325104 1.565887 1.174975 -0.219 -0.048 -0.087 -0.69
H 4.561282 0.348465 -1.010853 -0.003 0.004 -0.001 0.25
H 4.926841 -0.288599 0.604055 -0.003 -0.004 -0.017 0.26
H 5.033561 1.441897 0.314458 -0.001 -0.002 -0.001 0.27
H 4.616292 0.727249 2.567014 -0.004 -0.007 0.016 0.23
H 4.041584 1.431536 4.838859 0.006 -0.002 -0.003 0.24
H 1.733777 2.202109 5.330493 -0.002 0.004 -0.003 0.24
H 0.021469 2.249695 3.562787 -0.008 -0.013 -0.002 0.23
C -4.046567 0.385249 0.173758 -0.006 -0.022 0.016 -0.72
C -2.651286 -0.077484 0.431386 0.040 -0.091 -0.038 0.67
O -1.777632 0.351823 -0.349064 -0.103 0.191 0.119 -0.61
C -2.363228 -1.006172 1.527523 0.003 0.039 0.035 -0.24
C -1.053673 -1.387623 1.835434 -0.193 0.135 -0.140 -0.03
C -0.770195 -2.267407 2.853294 0.015 -0.009 -0.012 -0.21
C -1.825310 -2.794564 3.594952 0.014 -0.021 0.022 -0.13
C -3.133922 -2.433922 3.313932 -0.014 0.018 -0.016 -0.20
C -3.405679 -1.541933 2.288932 0.023 -0.024 0.017 -0.12
H -4.058172 1.057438 -0.678493 0.001 0.006 -0.001 0.26
H -4.429969 0.902491 1.055390 -0.004 0.003 -0.006 0.27
H -4.705943 -0.462956 -0.015104 0.004 -0.002 -0.010 0.26
H -0.237481 -0.941091 1.275077 0.386 -0.133 0.072 0.11
H 0.250435 -2.542325 3.079947 0.003 0.006 0.000 0.24
H -1.620076 -3.487218 4.400216 0.008 -0.003 -0.006 0.25
H -3.945719 -2.846689 3.896258 -0.002 0.001 0.000 0.25
H -4.431510 -1.270839 2.084202 -0.001 0.004 0.006 0.23
S 0.996866 2.780311 -3.958180 -0.023 -0.008 -0.032 0.58
C 0.784282 1.448220 -2.947935 -0.040 0.038 0.049 -0.11
N 0.223749 1.703044 -1.790369 0.403 0.003 0.069 -0.36
C -0.070492 3.066632 -1.628009 -0.215 -0.115 -0.023 0.16
C -0.711069 3.684995 -0.553653 -0.025 0.058 -0.004 -0.23
C -0.922499 5.043777 -0.631175 -0.001 -0.018 0.008 -0.16
C -0.526435 5.789295 -1.750784 0.000 0.009 -0.015 -0.17
C 0.079167 5.182747 -2.827278 -0.016 0.000 0.008 -0.19
C 0.298505 3.808031 -2.752173 -0.006 0.015 0.005 -0.25
H 1.102213 0.458402 -3.230041 0.069 0.005 0.006 0.26
H -1.021605 3.120319 0.310248 0.030 -0.011 0.003 0.25
H -1.410269 5.549015 0.191104 -0.005 -0.001 -0.002 0.24
H -0.710936 6.854304 -1.773663 0.003 0.001 0.000 0.25
H 0.367008 5.747769 -3.703049 0.009 -0.002 0.000 0.25
N -1.193575 -5.573173 -3.932679 -0.005 -0.040 0.021 -0.74
C -0.318796 -5.347156 -2.941306 -0.010 0.110 -0.059 0.04
S 0.479426 -6.529666 -2.146073 -0.028 -0.011 0.057 -0.02
C -0.134082 -3.903647 -2.556581 0.021 -0.025 0.023 -0.02
C 1.005876 -3.521490 -1.852651 0.069 -0.010 -0.120 -0.19
C 1.156351 -2.216514 -1.448145 0.000 0.033 -0.146 0.03
N 0.227499 -1.271305 -1.692482 -0.284 -0.191 0.338 -0.48
C -0.863301 -1.625043 -2.385543 0.061 0.178 -0.095 0.04
C -1.069387 -2.911302 -2.841895 -0.006 -0.014 -0.008 -0.18
H -1.343150 -6.526914 -4.222634 -0.001 -0.001 -0.009 0.43
H -1.581427 -4.846399 -4.507070 0.036 0.033 -0.030 0.40
H 1.765002 -4.257110 -1.626758 -0.014 -0.007 0.015 0.28
H 2.046069 -1.894050 -0.926160 -0.016 0.005 0.073 0.23
H -1.583508 -0.840618 -2.579766 -0.031 -0.025 0.068 0.23
H -1.985812 -3.113282 -3.377680 -0.007 -0.046 0.002 0.23
```
Positions in Å, forces in eV/Å.

As for the LUMO energy: -7.069 eV. Its net charge is +2. The calculation puts the largest force on an atom at 0.48 eV/Å. The total energy is -65773.4862 eV.

***

Entry 4:
Entry from OMol25: an isolated ion of composition C6H6N and charge +1 (the ωB97M-V functional and the def2-TZVPD basis).

```
13
Properties=species:S:1:pos:R:3:forces:R:3:nbo_charge:R:1
C 1.189489 -0.101083 1.222831 -2.363 0.618 -0.929 0.31
C -1.205270 -0.244195 0.755245 -0.067 -0.549 -0.310 0.65
C 2.308883 -0.434058 1.737413 -1.625 2.038 0.180 -0.40
C 0.151762 0.522982 -0.976803 -3.158 0.426 1.508 -0.17
C -0.986945 0.607664 -1.671446 2.620 0.231 -4.159 -0.36
C 0.072231 0.152111 0.497347 3.749 -0.039 0.651 -0.36
N -2.154816 -0.480829 0.147046 -4.601 -2.046 1.899 -0.46
H 2.841664 0.141998 2.426294 0.824 0.830 0.943 0.28
H 2.684611 -1.268904 1.319174 1.555 -3.190 -0.868 0.27
H -2.011236 0.359381 -1.481665 0.050 0.307 0.238 0.21
H 1.113511 0.834390 -1.255525 1.018 0.268 -0.795 0.26
H -0.845700 0.763551 -2.794470 -0.181 0.160 1.609 0.25
H -3.158184 -0.853007 0.074559 2.179 0.946 0.032 0.52
```
Positions in Å, forces in eV/Å.

As for the LUMO energy: -5.384 eV. Its net charge is +1. The calculation puts the largest force on an atom at 5.38 eV/Å. The total energy is -7796.9360 eV. Its SMILES is C=C=C(C#[NH+])C=C.

***

Per-record ΔE to the lowest compared entry with this formula, charge and spin, kcal/mol: 40.2, 107.4, 3.3, 64.7